No. 1
Formula: C21H25F6NO26PS2
Source: the Open Molecules 2025 dataset
Level of theory: wB97M-V/def2-TZVPD

```
82
Properties=species:S:1:pos:R:3:lowdin_charge:R:1
O -5.239 1.339 2.187 -0.028
C -4.298 0.942 2.928 -0.204
C -3.747 1.986 3.989 -0.180
S -2.413 1.339 5.090 0.608
O -2.510 2.159 6.373 -0.427
O -2.583 -0.101 5.484 -0.390
N -0.838 1.688 4.465 -0.343
S -0.266 0.331 3.597 0.599
O 0.219 -0.743 4.538 -0.386
O -1.373 -0.115 2.665 -0.413
C 1.134 0.843 2.495 -0.281
P 1.674 -0.697 1.553 0.636
O 0.817 -1.945 1.848 -0.344
O 1.641 -0.503 -0.135 -0.197
O 3.245 -1.093 2.135 -0.210
H -3.901 -0.103 2.739 0.104
H -3.282 2.848 3.389 0.126
H -4.645 2.348 4.603 0.107
H 0.721 1.658 1.781 0.064
H 1.975 1.360 3.075 0.097
H 0.706 -0.731 -0.380 0.044
H 3.026 -1.583 2.967 0.078
C -3.942 -2.446 1.166 -0.066
C -3.376 -3.764 0.740 -0.314
O -2.496 -3.412 -0.308 0.142
C -2.076 -2.148 -0.020 -0.505
O -1.127 -1.625 -0.531 0.142
O -2.860 -1.559 0.921 0.057
F -4.344 -4.574 0.240 0.064
H -4.804 -2.143 0.565 0.150
H -4.227 -2.436 2.219 0.146
H -2.822 -4.290 1.523 0.180
C 1.522 -2.039 -3.727 -0.047
C 2.979 -1.840 -3.446 -0.297
O 3.419 -1.070 -4.553 0.094
C 2.329 -0.347 -4.946 -0.536
O 2.385 0.604 -5.669 0.163
O 1.180 -0.834 -4.411 0.093
F 3.643 -3.019 -3.452 0.084
H 1.323 -2.899 -4.385 0.113
H 0.935 -2.155 -2.815 0.146
H 3.189 -1.302 -2.517 0.172
C 1.586 6.052 3.384 -0.073
C 1.011 5.227 4.493 -0.319
O 0.090 4.391 3.826 0.130
C 0.584 4.230 2.571 -0.518
O 0.224 3.381 1.809 0.128
O 1.548 5.152 2.286 0.075
F 0.334 6.001 5.374 0.080
H 0.977 6.931 3.155 0.145
H 2.607 6.377 3.591 0.139
H 1.744 4.615 5.025 0.179
C 5.989 0.589 -5.649 -0.066
C 6.430 1.240 -4.377 -0.317
O 7.161 2.364 -4.828 0.137
C 6.606 2.702 -6.027 -0.535
O 6.780 3.749 -6.575 0.166
O 5.826 1.701 -6.520 0.080
F 7.266 0.433 -3.679 0.074
H 6.745 -0.086 -6.061 0.147
H 5.054 0.040 -5.533 0.110
H 5.610 1.569 -3.732 0.180
C 4.520 -4.864 -7.054 -0.063
C 3.436 -4.233 -7.870 -0.320
O 2.268 -4.519 -7.127 0.149
C 2.672 -4.600 -5.828 -0.514
O 1.931 -4.561 -4.892 0.149
O 4.024 -4.722 -5.729 0.076
F 3.332 -4.825 -9.084 0.076
H 4.654 -5.925 -7.280 0.148
H 5.478 -4.356 -7.170 0.144
H 3.537 -3.151 -7.993 0.178
C -8.867 0.576 5.610 -0.073
C -7.417 0.778 5.917 -0.318
O -6.952 1.522 4.809 0.114
C -8.027 2.238 4.374 -0.530
O -7.959 3.171 3.635 0.179
O -9.194 1.761 4.897 0.069
F -6.758 -0.404 5.951 0.085
H -9.045 -0.293 4.971 0.146
H -9.475 0.481 6.511 0.139
H -7.225 1.335 6.839 0.179
```

Calculated values
Charge: -1
Frontier orbital gap (eV): 7.2
2S+1: 1
E (Eh): -4563.249060

***

No. 2
Formula: C21H25FKN3O2
Source: the Open Molecules 2025 dataset
Level of theory: wB97M-V/def2-TZVPD

```
53
Properties=species:S:1:pos:R:3:nbo_charge:R:1
K 1.436 0.491 0.563 0.928
C -1.878 -2.656 -0.064 -0.412
N -1.977 -1.779 1.086 -0.456
C -1.234 -2.277 2.242 -0.229
C -0.444 -1.219 3.029 -0.413
C 0.963 -1.721 3.373 -0.242
N 1.590 -2.125 2.115 -0.461
C 2.750 -1.681 1.852 0.112
C 3.441 -1.865 0.552 -0.279
C 4.828 -1.686 0.555 -0.150
C 5.625 -1.861 -0.562 -0.366
C 4.973 -2.201 -1.764 -0.217
C 3.609 -2.343 -1.834 -0.292
C 2.738 -2.163 -0.690 0.410
O 1.483 -2.218 -0.803 -0.752
C -3.313 -1.294 1.390 -0.206
C -3.386 0.224 1.494 -0.408
C -3.146 0.898 0.143 -0.232
N -2.542 2.220 0.295 -0.483
C -1.316 2.274 -0.058 0.118
C -0.406 3.413 0.151 -0.209
C -0.820 4.529 0.885 -0.155
C 0.021 5.592 1.147 -0.347
C 1.344 5.514 0.662 -0.195
C 1.789 4.431 -0.051 -0.317
C 0.934 3.315 -0.365 0.411
O 1.353 2.326 -1.051 -0.806
H -2.368 -3.639 0.089 0.130
H -0.827 -2.821 -0.314 0.260
H -2.356 -2.180 -0.925 0.182
H -0.514 -2.997 1.859 0.235
H -1.917 -2.827 2.915 0.137
H -0.962 -0.903 3.942 0.185
H -0.331 -0.312 2.432 0.237
H 0.887 -2.608 4.016 0.156
H 1.510 -0.930 3.896 0.218
H 3.287 -1.071 2.591 0.160
H 5.287 -1.396 1.499 0.186
H 6.696 -1.718 -0.518 0.183
H 5.560 -2.334 -2.670 0.177
H 3.114 -2.572 -2.772 0.186
H -3.665 -1.744 2.332 0.163
H -4.001 -1.643 0.610 0.171
H -2.621 0.569 2.193 0.222
H -4.352 0.526 1.914 0.180
H -4.102 0.994 -0.384 0.162
H -2.510 0.239 -0.461 0.174
H -0.863 1.398 -0.540 0.156
H -1.841 4.530 1.257 0.202
H -0.312 6.440 1.730 0.180
H 2.038 6.325 0.867 0.177
H 2.811 4.368 -0.409 0.195
F 1.674 1.209 2.593 -0.965
```

Calculated values
Relative energy (zero: lowest compared OMol25 entry of this formula, charge and spin) (kcal/mol): 17.5
Charge: -2
Frontier orbital gap (eV): 6.0
2S+1: 1
E (Eh): -1829.804131

***

No. 3
Formula: C21H25IrN4O7S
Source: the Open Molecules 2025 dataset
Level of theory: wB97M-V/def2-TZVPD

```
59
Properties=species:S:1:pos:R:3:nbo_charge:R:1
Ir 0.072 -0.371 0.957 1.480
O 0.140 3.262 3.105 -0.654
C 0.604 2.340 2.452 0.810
O -0.051 1.240 2.262 -0.811
C 1.984 2.522 1.801 -0.343
C 1.810 2.454 0.274 0.089
C 3.006 3.043 -0.464 -0.429
C 4.099 1.985 -0.197 -0.429
C 3.321 0.934 0.595 0.087
O 2.000 1.032 0.035 -0.538
C 3.049 1.392 2.024 -0.350
C 2.510 0.226 2.836 0.803
O 2.663 0.179 4.046 -0.646
O 1.918 -0.720 2.158 -0.789
H 2.345 3.491 2.138 0.232
H 0.840 2.775 -0.092 0.256
H 3.257 4.036 -0.092 0.208
H 2.779 3.113 -1.528 0.220
H 4.939 2.371 0.383 0.205
H 4.484 1.568 -1.127 0.212
H 3.672 -0.090 0.506 0.227
H 3.942 1.775 2.516 0.227
N -0.157 -1.750 2.702 -0.752
C -1.505 -2.288 2.826 -0.358
C -2.418 -1.674 1.783 0.803
O -3.613 -1.857 1.767 -0.630
O -1.809 -0.963 0.868 -0.643
H 0.553 -2.438 2.483 0.430
H 0.173 -1.181 3.473 0.427
H -1.929 -2.103 3.811 0.221
H -1.501 -3.360 2.634 0.240
C 0.758 0.043 -2.553 -0.656
C -0.164 0.956 -1.808 0.139
C -0.733 2.078 -2.350 -0.333
C -1.606 2.630 -1.380 -0.325
C -1.545 1.842 -0.261 0.126
C -2.425 2.024 0.939 -0.651
N -0.629 0.817 -0.500 -0.484
H 0.889 0.468 -3.551 0.198
H 0.352 -0.961 -2.664 0.250
H 1.736 -0.064 -2.090 0.219
H -0.558 2.427 -3.357 0.200
H -2.251 3.489 -1.484 0.203
H -3.199 2.739 0.656 0.202
H -1.901 2.406 1.812 0.249
H -2.917 1.093 1.222 0.227
C -2.257 -3.045 -4.270 -0.645
C -2.077 -3.220 -2.792 0.263
C -3.032 -3.830 -1.995 -0.329
C -2.744 -3.929 -0.645 0.099
N -1.617 -3.472 -0.117 -0.494
C -0.760 -2.876 -0.962 0.302
S 0.732 -2.250 -0.224 -0.153
N -0.947 -2.742 -2.270 -0.492
H -3.033 -3.703 -4.661 0.205
H -1.316 -3.243 -4.781 0.230
H -2.535 -2.012 -4.485 0.236
H -3.954 -4.216 -2.407 0.213
H -3.444 -4.393 0.043 0.195
```

Calculated values
Relative energy (zero: lowest compared OMol25 entry of this formula, charge and spin) (kcal/mol): 28.1
Charge: -1
Frontier orbital gap (spin up / spin down) (eV): 7.1 / 6.0
2S+1: 2
E (Eh): -2063.578884

***

No. 4
Formula: C21H25LaO6S
Source: the Open Molecules 2025 dataset
Level of theory: wB97M-V/def2-TZVPD

```
54
Properties=species:S:1:pos:R:3:nbo_charge:R:1
La 8.386 10.638 8.119 2.016
O 9.511 13.014 12.119 -0.624
C 9.356 12.730 10.836 0.801
O 8.427 12.027 10.474 -0.644
C 10.312 13.331 9.871 -0.175
O 9.961 12.984 8.540 -0.547
C 9.862 14.047 7.590 -0.180
C 8.972 13.725 6.486 0.768
O 8.420 12.546 6.608 -0.888
O 8.929 14.546 5.577 -0.638
H 8.697 12.555 12.436 0.511
H 10.310 14.384 10.098 0.230
H 11.356 12.907 10.014 0.239
H 9.375 14.948 8.038 0.201
H 10.797 14.370 7.214 0.210
C 6.810 8.414 7.390 -0.053
C 6.425 9.598 6.739 -0.225
C 5.872 10.455 7.763 -0.207
C 6.063 9.828 9.060 -0.230
C 6.585 8.524 8.768 -0.117
C 7.021 7.503 9.741 -0.644
C 5.699 10.340 10.436 -0.642
C 5.302 11.833 7.548 -0.633
C 6.550 9.854 5.251 -0.632
C 7.389 7.225 6.692 -0.646
H 6.542 7.667 10.730 0.216
H 8.111 7.363 9.869 0.243
H 6.691 6.488 9.369 0.218
H 5.027 11.188 10.356 0.229
H 6.522 10.492 11.153 0.222
H 4.897 9.702 10.972 0.226
H 5.667 12.184 6.570 0.242
H 5.518 12.575 8.293 0.214
H 4.222 11.662 7.552 0.226
H 5.703 10.474 4.797 0.237
H 6.765 8.837 4.805 0.224
H 7.390 10.482 5.025 0.230
H 7.182 7.243 5.635 0.211
H 6.857 6.295 7.017 0.221
H 8.480 7.123 6.829 0.225
O 8.311 2.222 13.416 -0.495
C 9.050 2.421 14.234 0.495
S 10.241 8.669 8.990 -0.407
C 10.776 9.276 7.380 -0.193
C 11.175 10.593 7.236 -0.331
C 11.364 11.198 5.996 -0.175
C 11.155 10.402 4.860 -0.205
C 10.887 9.007 4.981 -0.186
C 10.667 8.516 6.188 -0.241
H 11.455 11.155 8.097 0.225
H 11.692 12.209 5.896 0.219
H 11.111 10.907 3.940 0.214
H 10.807 8.522 4.039 0.222
H 10.318 7.534 6.348 0.222
```

Calculated values
Relative energy (zero: lowest compared OMol25 entry of this formula, charge and spin) (kcal/mol): 31.2
Charge: 0
Frontier orbital gap (eV): 7.6
2S+1: 1
E (Eh): -1696.506573